Entry 1:
{
  "formula": "C26H27BrGeILiN2O2Te",
  "method": "ωB97M-V/def2-TZVPD",
  "energy_ha": -6491.20190,
  "lumo_energy_ev": -0.060,
  "homo_ha": -0.2937,
  "multiplicity": 1,
  "e_above_lowest_kj_mol": 0.0,
  "symbols": ["Li", "O", "C", "O", "C", "C", "C", "C", "C", "N", "H", "H", "H", "H", "C", "Te", "C", "H", "H", "H", "H", "H", "H", "Ge", "C", "C", "C", "C", "C", "C", "C", "C", "C", "C", "C", "C", "H", "H", "H", "H", "H", "H", "H", "H", "H", "H", "H", "Br", "C", "C", "C", "N", "C", "C", "H", "H", "H", "H", "I", "C", "H", "H"],
  "positions_angstrom": [[1.016, 0.627, -0.131], [-0.209, -2.989, -0.306], [0.374, -1.909, -0.302], [-0.142, -0.746, -0.275], [1.909, -1.927, -0.349], [2.603, -3.129, -0.334], [3.986, -3.097, -0.356], [4.631, -1.869, -0.399], [3.858, -0.721, -0.418], [2.527, -0.743, -0.392], [2.036, -4.048, -0.303], [4.558, -4.016, -0.340], [5.709, -1.798, -0.419], [4.321, 0.260, -0.460], [0.802, 1.499, 4.348], [0.065, 0.501, 2.607], [1.017, -1.342, 3.081], [1.888, 1.461, 4.386], [0.381, 1.029, 5.233], [0.477, 2.537, 4.306], [0.721, -1.626, 4.088], [2.098, -1.245, 3.013], [0.662, -2.095, 2.381], [-2.995, 0.768, -0.934], [-2.991, -0.571, -2.343], [-2.259, -1.756, -2.265], [-2.288, -2.671, -3.308], [-3.043, -2.414, -4.443], [-3.775, -1.239, -4.534], [-3.750, -0.327, -3.488], [-3.252, 0.119, 0.883], [-3.838, 0.988, 1.803], [-4.033, 0.606, 3.123], [-3.655, -0.662, 3.536], [-3.083, -1.542, 2.627], [-2.881, -1.155, 1.309], [-4.144, 1.749, -1.235], [-1.657, -1.976, -1.388], [-1.719, -3.589, -3.227], [-3.065, -3.130, -5.255], [-4.368, -1.033, -5.416], [-4.332, 0.585, -3.566], [-4.154, 1.977, 1.488], [-4.486, 1.295, 3.825], [-3.810, -0.967, 4.564], [-2.788, -2.536, 2.941], [-2.409, -1.852, 0.631], [5.913, 4.861, -1.340], [4.349, 3.853, -1.045], [3.929, 3.586, 0.246], [2.780, 2.829, 0.406], [2.066, 2.353, -0.614], [2.484, 2.631, -1.847], [3.619, 3.376, -2.120], [4.476, 3.951, 1.103], [2.416, 2.585, 1.398], [1.880, 2.244, -2.660], [3.919, 3.574, -3.138], [-1.537, 3.870, -1.546], [-1.315, 1.814, -1.022], [-0.649, 1.383, -1.764], [-0.842, 1.806, -0.045]],
  "nbo_charge": [0.820, -0.677, 0.749, -0.862, 0.103, -0.214, -0.159, -0.257, 0.048, -0.505, 0.252, 0.221, 0.223, 0.192, -0.891, 0.485, -0.872, 0.215, 0.224, 0.229, 0.226, 0.219, 0.242, 1.342, -0.359, -0.244, -0.205, -0.210, -0.224, -0.234, -0.352, -0.237, -0.220, -0.211, -0.209, -0.231, -0.157, 0.256, 0.214, 0.208, 0.209, 0.209, 0.210, 0.210, 0.209, 0.212, 0.238, 0.097, -0.044, -0.284, 0.054, -0.501, 0.063, -0.272, 0.240, 0.214, 0.212, 0.241, 0.077, -0.973, 0.228, 0.214]
}

=====

Entry 2:
{
  "formula": "C26H27Cl2N3O6Pb",
  "method": "ωB97M-V/def2-TZVPD",
  "energy_ha": -2735.84551,
  "lumo_energy_ev": -0.269,
  "homo_ha": -0.2999,
  "multiplicity": 1,
  "e_above_lowest_kj_mol": 13.2,
  "symbols": ["Pb", "C", "C", "C", "C", "C", "C", "C", "C", "C", "H", "H", "H", "H", "H", "H", "H", "H", "H", "H", "H", "H", "Cl", "C", "C", "C", "Cl", "C", "O", "C", "C", "O", "C", "H", "H", "H", "O", "N", "O", "O", "C", "C", "C", "O", "C", "H", "H", "H", "H", "H", "H", "H", "H", "N", "C", "C", "C", "C", "C", "N", "C", "H", "H", "H", "H"],
  "positions_angstrom": [[0.218, 0.110, -0.217], [1.647, 1.276, 3.620], [0.235, 1.155, 3.116], [-0.491, -0.020, 3.279], [-1.779, -0.152, 2.767], [-2.559, -1.429, 2.936], [-2.355, 0.934, 2.114], [-1.668, 2.135, 1.970], [-2.342, 3.339, 1.368], [-0.363, 2.220, 2.447], [1.695, 1.962, 4.467], [2.297, 1.667, 2.834], [2.031, 0.307, 3.940], [-0.034, -0.856, 3.797], [-3.130, -1.408, 3.867], [-1.900, -2.296, 2.974], [-3.262, -1.564, 2.114], [-3.365, 0.845, 1.725], [-2.801, 3.938, 2.157], [-3.129, 3.048, 0.672], [-1.625, 3.974, 0.848], [0.195, 3.141, 2.306], [-1.153, -5.464, -5.475], [-1.135, -4.277, -4.211], [-2.345, -3.897, -3.614], [-2.344, -2.966, -2.614], [-3.841, -2.502, -1.879], [-1.149, -2.340, -2.127], [-1.220, -1.479, -1.184], [0.059, -2.758, -2.764], [1.347, -2.249, -2.392], [1.637, -1.437, -1.515], [0.037, -3.717, -3.796], [-3.273, -4.341, -3.948], [2.181, -2.664, -2.983], [0.973, -4.012, -4.256], [3.043, 2.404, -2.331], [2.208, 1.793, -1.692], [1.242, 1.192, -2.269], [2.257, 1.709, -0.427], [2.465, -3.271, 2.779], [3.713, -2.570, 2.214], [3.139, -1.435, 1.341], [1.713, -1.485, 1.513], [1.383, -2.839, 1.798], [2.225, -2.887, 3.771], [2.572, -4.353, 2.840], [4.300, -3.256, 1.604], [4.357, -2.189, 3.004], [3.383, -1.581, 0.288], [3.465, -0.441, 1.642], [1.415, -3.443, 0.882], [0.373, -2.862, 2.206], [-5.835, 0.810, -3.343], [-4.813, 1.253, -3.062], [-3.551, 1.825, -2.704], [-3.160, 3.067, -3.199], [-1.937, 3.579, -2.808], [-1.150, 2.837, -1.943], [-1.518, 1.646, -1.474], [-2.691, 1.144, -1.845], [-3.808, 3.611, -3.873], [-1.592, 4.537, -3.170], [-0.186, 3.209, -1.616], [-2.950, 0.168, -1.450]],
  "nbo_charge": [1.634, -0.635, -0.026, -0.186, -0.007, -0.633, -0.251, -0.008, -0.634, -0.204, 0.225, 0.230, 0.214, 0.202, 0.225, 0.212, 0.226, 0.214, 0.228, 0.215, 0.216, 0.211, 0.000, -0.102, -0.188, -0.129, 0.012, 0.489, -0.868, -0.319, 0.457, -0.668, -0.146, 0.243, 0.134, 0.225, -0.402, 0.710, -0.600, -0.585, -0.424, -0.436, -0.078, -0.576, -0.067, 0.204, 0.219, 0.211, 0.217, 0.196, 0.201, 0.173, 0.195, -0.277, 0.268, -0.213, -0.093, -0.257, 0.094, -0.515, 0.092, 0.235, 0.236, 0.218, 0.246]
}

=====

Entry 3:
{
  "formula": "C26H27ClN4O4",
  "method": "ωB97M-V/def2-TZVPD",
  "energy_ha": -1987.17692,
  "lumo_energy_ev": 0.139,
  "homo_ha": -0.2945,
  "smiles": "O=C(C(=O)N1CCN(c2cccc(Cl)c2)CC1)c1cn(CC(=O)N2CCOCC2)c2ccccc12",
  "multiplicity": 1,
  "symbols": ["O", "C", "C", "C", "N", "C", "C", "C", "C", "C", "C", "H", "H", "H", "H", "C", "H", "H", "C", "O", "N", "C", "H", "H", "C", "O", "C", "H", "C", "H", "H", "H", "H", "H", "H", "C", "O", "N", "C", "H", "C", "N", "C", "C", "C", "C", "C", "C", "H", "H", "H", "Cl", "H", "C", "H", "C", "H", "H", "H", "H", "H", "H"],
  "positions_angstrom": [[-0.974, -1.871, 2.309], [-0.711, -0.798, 1.791], [-0.428, 0.416, 2.515], [-0.004, 1.615, 1.974], [0.023, 2.578, 2.917], [-0.364, 2.033, 4.123], [-0.491, 2.619, 5.375], [-0.907, 1.812, 6.415], [-1.192, 0.460, 6.218], [-1.069, -0.127, 4.976], [-0.647, 0.666, 3.914], [-1.287, -1.171, 4.816], [-1.514, -0.134, 7.060], [-1.014, 2.235, 7.403], [-0.268, 3.663, 5.538], [0.307, 3.966, 2.664], [-0.294, 4.590, 3.334], [1.365, 4.187, 2.848], [0.031, 4.337, 1.199], [0.915, 4.813, 0.513], [-1.205, 4.093, 0.728], [-2.358, 3.590, 1.443], [-2.185, 3.545, 2.516], [-2.589, 2.584, 1.072], [-3.547, 4.525, 1.173], [-3.810, 4.661, -0.199], [-2.683, 5.161, -0.883], [-2.962, 5.214, -1.936], [-1.475, 4.244, -0.691], [-0.588, 4.662, -1.167], [-1.695, 3.253, -1.105], [-2.439, 6.171, -0.518], [-4.455, 4.118, 1.622], [-3.335, 5.514, 1.614], [0.285, 1.827, 0.964], [-0.774, -0.595, 0.275], [-1.319, 0.404, -0.180], [-0.258, -1.556, -0.510], [0.504, -2.707, -0.083], [0.521, -2.776, 1.002], [1.929, -2.585, -0.646], [1.926, -2.460, -2.086], [1.977, -3.580, -2.900], [2.171, -3.421, -4.278], [2.277, -4.523, -5.102], [2.211, -5.814, -4.606], [2.039, -5.975, -3.243], [1.920, -4.886, -2.401], [1.770, -5.070, -1.349], [1.986, -6.970, -2.829], [2.296, -6.662, -5.265], [2.514, -4.273, -6.799], [2.266, -2.439, -4.711], [1.160, -1.298, -2.487], [1.130, -1.208, -3.570], [-0.277, -1.395, -1.951], [-0.841, -0.490, -2.180], [-0.775, -2.262, -2.399], [1.642, -0.406, -2.074], [2.542, -3.433, -0.343], [2.388, -1.675, -0.241], [0.023, -3.606, -0.484]],
  "nbo_charge": [-0.552, 0.489, -0.271, 0.102, -0.342, 0.113, -0.240, -0.211, -0.222, -0.205, 0.011, 0.238, 0.215, 0.215, 0.215, -0.302, 0.225, 0.237, 0.671, -0.618, -0.435, -0.256, 0.215, 0.227, -0.072, -0.517, -0.075, 0.201, -0.264, 0.249, 0.212, 0.166, 0.201, 0.159, 0.240, 0.592, -0.643, -0.410, -0.240, 0.247, -0.224, -0.451, 0.272, -0.317, 0.004, -0.282, -0.169, -0.304, 0.210, 0.217, 0.228, 0.001, 0.224, -0.215, 0.217, -0.246, 0.249, 0.201, 0.200, 0.218, 0.201, 0.200]
}